C4H9O2S2 | ωB97M-V/def2-TZVPD

Structure (XYZ):
```
17
Properties=species:S:1:pos:R:3:forces:R:3:nbo_charge:R:1
O -1.62175 -0.09573 0.38045 -0.5 1.1 -0.8 -0.815
C -1.76499 1.02708 -0.22008 1.5 0.3 0.4 0.755
O -0.83355 1.85492 -0.47513 -1.3 -1.0 0.2 -0.774
C -3.17240 1.39492 -0.68721 -0.8 0.0 0.4 -0.724
H -3.36359 2.48210 -0.59206 0.2 -0.6 0.0 0.203
H -3.28078 1.15021 -1.75214 0.0 -0.1 0.2 0.208
H -3.91802 0.81183 -0.09089 0.5 0.5 -0.6 0.202
C 1.01206 0.83241 2.06046 -0.5 0.4 -0.3 -0.640
C 1.09922 -0.58502 1.50028 0.3 -0.3 0.5 -0.536
S 2.03523 -0.61690 -0.07236 -0.3 -0.2 -0.1 0.035
S 0.63981 -1.58509 -1.29325 0.5 0.1 0.2 -0.234
H 0.38624 1.44293 1.38770 0.1 -0.3 0.2 0.273
H 1.98189 1.32858 2.10940 0.2 -0.1 0.0 0.183
H 0.58046 0.86218 3.07567 0.1 -0.2 -0.3 0.190
H 0.09940 -0.98544 1.27133 0.5 0.3 0.2 0.283
H 1.62931 -1.24545 2.20550 -0.2 0.1 -0.2 0.182
H -0.31647 -0.70487 -0.92805 -0.3 0.0 -0.1 0.208
```
Positions in Å, forces in eV/Å.

Values from the calculation:
net charge	-1
LUMO level	3.455	eV

---

C4H9O3 | ωB97M-V/def2-TZVPD

Structure (XYZ):
```
16
Properties=species:S:1:pos:R:3:forces:R:3:nbo_charge:R:1
C -0.27977 -0.58934 0.98408 -0.1 0.4 -1.2 -0.011
O 0.91149 -0.98375 0.47499 -0.5 -0.3 -0.3 -0.938
C -1.35585 -0.22340 -0.17414 0.7 -1.2 0.7 -0.436
C -0.68544 -0.00766 -1.53146 -0.1 0.2 0.6 -0.541
C -0.01692 1.34686 -1.56199 -0.9 -1.3 -1.0 0.469
O 0.08576 1.99844 -2.57988 0.3 0.4 0.7 -0.579
H -0.77347 -1.33064 1.64800 0.0 0.0 0.0 0.098
H -0.22444 0.33987 1.57769 0.2 0.3 0.4 0.078
H -2.01484 -1.09474 -0.26782 -0.2 0.2 0.0 0.184
H -1.93791 0.62970 0.16852 -0.3 0.2 -0.2 0.172
H -1.38868 -0.17943 -2.34650 0.1 0.4 -0.2 0.196
H 0.10939 -0.75750 -1.60290 0.1 0.0 0.2 0.277
H 0.32003 1.62288 -0.55140 0.4 0.6 -0.1 0.120
H 2.27235 0.14615 2.59998 0.0 -0.2 -0.3 0.438
H 2.16438 -0.62130 1.22546 -0.7 0.1 0.3 0.510
O 2.81392 -0.29613 1.93737 0.9 0.3 0.4 -1.039
```
Positions in Å, forces in eV/Å.

Values from the calculation:
net charge	-1
LUMO level	3.986	eV

---

C4H9O3 | ωB97M-V/def2-TZVPD

Structure (XYZ):
```
16
Properties=species:S:1:pos:R:3:forces:R:3:nbo_charge:R:1
C -1.59057 0.13294 -1.02390 0.1 2.5 1.2 -0.538
C -1.18063 1.63287 -0.85421 -0.2 -0.5 0.2 -0.615
C -1.28749 -0.68489 0.32471 -0.8 4.0 -2.3 0.783
O -1.11438 0.09546 1.28296 0.2 -1.0 1.1 -0.801
O -1.28625 -1.86821 0.12279 0.2 -3.5 0.9 -0.751
H -2.66669 0.18225 -1.24240 0.2 -0.7 -0.2 0.180
H -1.01097 -0.12865 -1.87564 0.2 -1.3 -0.8 0.177
H -1.06621 2.08170 -1.86258 0.0 0.2 0.6 0.163
H -0.27811 1.69747 -0.23233 0.1 0.0 -0.5 0.212
H -1.92994 2.12835 -0.23565 -0.1 0.3 -0.3 0.194
C 1.94500 -1.08112 1.00410 -2.2 5.7 -1.2 -0.240
O 3.24300 -1.04841 0.54244 2.5 1.8 -0.8 -0.736
H 3.57809 -0.09608 0.45826 -1.1 -2.2 0.2 0.457
H 1.14172 -0.65308 0.25898 1.6 -1.4 1.2 0.183
H 1.71776 -1.94082 1.43891 -1.0 -4.5 0.7 0.178
H 1.78565 -0.44978 1.89356 0.3 0.5 -0.2 0.152
```
Positions in Å, forces in eV/Å.

Values from the calculation:
net charge	-1
LUMO level	3.513	eV

---

C4H9O3 | ωB97M-V/def2-TZVPD

Structure (XYZ):
```
16
Properties=species:S:1:pos:R:3:forces:R:3:nbo_charge:R:1
C -2.11193 -0.43955 1.68702 0.8 -0.9 0.9 -0.732
C -0.65598 -0.01502 1.41817 -0.1 0.7 -0.6 0.764
O 0.24605 -0.88756 1.49080 -0.2 -0.1 0.0 -0.802
O -0.50879 1.17987 1.06155 0.0 -0.2 0.1 -0.790
H -2.09526 -1.20097 2.47745 -0.1 0.2 0.1 0.195
H -2.50335 -0.96829 0.82639 -0.2 0.2 -0.4 0.206
H -2.69994 0.40931 1.99931 -0.3 0.2 -0.2 0.200
C 1.48715 0.23509 -1.81839 -1.0 -1.6 0.1 -0.059
C 0.20937 0.89569 -2.28919 0.3 1.3 -0.1 -0.641
O 1.22884 -0.96820 -1.09108 0.1 0.4 -0.2 -0.775
H 2.01321 -0.14254 -2.70024 0.6 0.5 0.1 0.144
H 2.03804 0.93982 -1.19088 0.3 0.0 -0.3 0.164
H 0.48814 1.69500 -2.99437 -0.1 -0.2 -0.2 0.173
H 0.89085 -0.75908 -0.19247 0.1 -0.1 0.2 0.512
H -0.21312 1.43093 -1.45030 -0.5 -0.1 0.4 0.242
H -0.53819 0.26081 -2.76097 0.2 -0.3 0.1 0.197
```
Positions in Å, forces in eV/Å.

Values from the calculation:
net charge	-1
LUMO level	4.174	eV

---

C4H9O3P | ωB97M-V/def2-TZVPD

Structure (XYZ):
```
17
Properties=species:S:1:pos:R:3:forces:R:3:nbo_charge:R:1
C -3.70975 0.39643 0.24843 1.1 -0.3 -0.2 0.160
C 2.18065 0.12181 1.91353 -0.8 3.2 -1.5 -0.395
C -0.95055 -1.76600 -0.97438 -1.3 -0.1 -3.4 -0.242
C 1.79516 0.88562 0.88108 1.1 -4.1 0.3 -0.359
O -4.32905 0.49880 1.25922 -0.2 0.1 0.3 -0.485
O -2.16814 1.87992 -0.96319 1.0 1.3 -2.1 -0.983
O -1.63083 -0.53927 -1.26149 -0.9 1.2 1.2 -0.818
P -1.82420 0.67411 0.00010 0.0 -3.1 0.1 1.217
H -4.13517 0.11217 -0.72840 -0.5 0.0 -0.2 0.117
H 2.28367 0.69145 2.82856 0.0 -0.9 0.5 0.207
H -1.39579 1.97560 -1.57608 -1.0 0.3 0.5 0.507
H 2.38282 -0.87476 1.69956 0.6 -1.6 0.4 0.200
H -0.71981 -2.29261 -1.96514 -0.1 1.1 1.2 0.185
H -1.53986 -2.47929 -0.46726 -0.8 -0.5 1.1 0.174
H -0.09739 -1.49136 -0.49409 2.7 0.0 1.6 0.175
H 1.69964 0.59790 -0.13367 0.1 -1.3 -0.9 0.170
H 1.48498 1.81694 0.90212 -1.1 4.8 1.1 0.171
```
Positions in Å, forces in eV/Å.

Values from the calculation:
structure (SMILES)	COP(O)C=O.C=C
LUMO level	0.309	eV

---

C4H9O3PS | ωB97M-V/def2-TZVPD

Structure (XYZ):
```
18
Properties=species:S:1:pos:R:3:forces:R:3:nbo_charge:R:1
C -0.08878 0.94596 -0.22572 -1.1 -0.2 0.1 -0.425
C 0.95923 0.33866 -0.66261 2.8 -0.3 -3.6 0.071
C 2.30395 0.69495 -0.06058 -0.6 -3.0 -0.5 -0.640
C 1.08133 -0.57626 -1.92449 -0.4 -1.0 1.3 -0.672
O -3.48641 -0.61480 1.50686 0.2 -0.1 -0.2 -0.974
O -1.09757 -1.32888 1.31326 -1.2 -0.3 0.2 -1.002
O -1.45754 0.84256 2.40998 -0.9 0.8 -0.1 -1.059
P -2.03712 0.00730 1.36388 2.6 -2.0 -1.3 2.170
S -1.71346 0.58022 -0.71665 -1.5 0.3 1.3 -0.062
H 0.05125 1.48106 0.66256 -0.3 1.2 1.1 0.235
H 3.06193 0.38368 -0.78720 0.2 0.0 0.7 0.213
H 2.36697 0.19327 0.91482 0.5 -0.2 -0.3 0.226
H 2.38570 1.69174 0.14466 0.2 2.8 0.3 0.220
H 1.75484 -0.27912 -2.75961 0.4 0.1 1.3 0.229
H 0.17558 -0.74120 -2.53520 -0.2 -0.1 1.0 0.225
H 1.39621 -1.54126 -1.37706 -0.2 0.9 -1.6 0.225
H -4.11321 0.06551 1.72216 -0.9 0.5 0.3 0.514
H -1.54291 -2.14340 1.01094 0.2 0.6 0.1 0.505
```
Positions in Å, forces in eV/Å.

Values from the calculation:
structure (SMILES)	CC(C)=CSP(=O)(O)O
LUMO level	0.286	eV

---

C4H9O3Pd | ωB97M-V/def2-TZVPD

Structure (XYZ):
```
17
Properties=species:S:1:pos:R:3:forces:R:3:nbo_charge:R:1
H 0.84176 0.54992 1.20779 2.9 -1.1 -1.7 0.164
C -0.58579 -1.86717 -0.14533 -0.3 -0.6 1.2 -0.293
O -0.39015 -0.58411 -0.74093 -6.5 -3.8 2.5 -0.588
C -1.36023 0.38113 -0.53860 -3.2 -0.1 -0.4 -0.138
C -1.25297 1.19095 0.57055 0.0 1.4 0.4 -0.744
H 0.40677 -2.32335 -0.05850 -0.4 -0.3 -0.6 0.223
H -0.90355 -1.79120 0.90223 -0.1 0.6 -0.2 0.205
H -1.38828 -2.39946 -0.67381 0.6 -0.1 -0.1 0.193
H -2.35053 -0.04301 -0.74528 0.2 -0.4 0.0 0.147
H 0.54787 1.90065 -0.39477 3.3 -2.4 0.3 0.549
H -0.86961 2.15951 0.23609 0.3 0.8 1.0 0.143
H -2.12209 1.25781 1.22588 0.0 0.5 -0.2 0.202
O 1.51262 1.32844 -0.57637 -1.7 7.3 1.1 -0.772
C 1.89409 0.40750 0.44058 -1.6 2.2 6.7 0.148
O 2.10445 -0.75836 -0.15225 4.8 -2.8 5.4 -0.751
Pd 1.13206 -0.22244 -1.51661 1.8 -1.0 -15.2 1.160
H 2.78360 0.81318 0.95933 -0.3 -0.2 -0.2 0.151
```
Positions in Å, forces in eV/Å.

Values from the calculation:
<S²>	3.76
spin multiplicity	4
LUMO level (spin up / spin down)	-0.317 / -0.773	eV

---

C4H9O3S | ωB97M-V/def2-TZVPD

Structure (XYZ):
```
17
Properties=species:S:1:pos:R:3:forces:R:3:nbo_charge:R:1
C -0.54691 1.59065 1.03804 2.5 -1.2 3.2 -0.608
C 1.27229 -1.55469 -1.59117 0.9 2.5 -3.2 -0.844
C -1.51165 0.42515 1.01655 3.3 -1.9 2.7 -0.555
C -2.04973 0.31455 -0.37515 -2.3 1.5 1.0 0.354
O -3.73568 -1.33860 0.85823 -0.1 0.8 -1.0 -1.035
O -1.72709 -2.06773 -0.20512 1.0 -1.2 -0.8 -1.066
O -2.09445 1.31854 -1.07659 0.1 -1.7 -0.4 -0.597
S -2.97932 -1.31099 -0.44534 -0.5 -0.4 0.7 1.422
H 0.49722 1.32602 0.71345 -1.0 0.1 0.1 0.187
H -0.96575 2.21227 0.35541 -0.6 2.8 -1.6 0.219
H -0.40428 2.03222 2.09163 -0.5 -0.4 -1.6 0.178
H 1.88397 -1.84491 -0.83496 2.0 -0.8 2.0 0.197
H 1.51911 -0.55959 -2.05640 0.1 -0.9 0.6 0.189
H 1.15067 -2.24088 -2.37609 0.6 -1.3 -1.1 0.201
H -2.26839 0.58597 1.82102 0.1 -0.4 -1.1 0.254
H -0.88237 -0.54867 1.36722 -2.0 2.0 -1.0 0.251
H 0.32497 -1.49812 -1.27610 -3.6 0.5 1.8 0.252
```
Positions in Å, forces in eV/Å.

Values from the calculation:
net charge	-1
LUMO level	3.872	eV

---

C4H9O4 | ωB97M-V/def2-TZVPD

Structure (XYZ):
```
17
Properties=species:S:1:pos:R:3:forces:R:3:nbo_charge:R:1
O 2.52114 -1.34457 0.96094 -0.6 -0.3 -0.5 -0.730
C 1.39870 -0.86214 0.73229 0.6 1.6 1.1 0.774
O 0.43589 -0.76877 1.55768 -0.2 -0.8 0.1 -0.808
C 1.18088 0.02009 -0.50458 1.8 -0.8 -1.8 -0.526
C -0.05791 -0.29320 -1.32978 -1.7 0.0 0.1 -0.450
C -0.84939 0.97669 -1.79713 1.0 -0.4 0.8 -0.037
O -2.02596 1.25618 -1.09508 -0.5 0.1 -1.0 -0.774
H 1.25765 1.07591 -0.21304 -0.5 -0.2 0.2 0.206
H 2.07694 -0.10874 -1.13952 -0.2 0.0 0.2 0.201
H -0.01011 -0.89553 -2.24811 1.2 0.0 0.2 0.195
H -0.65366 -0.96767 -0.69395 -0.5 0.6 -0.1 0.221
H -0.12629 1.79671 -1.64700 -0.2 0.1 -0.3 0.128
H -1.03157 0.89118 -2.87382 -0.4 0.1 0.1 0.144
H -1.95391 0.92888 -0.17888 0.1 0.0 0.4 0.503
H -1.40316 1.11377 1.97227 -1.0 -0.4 -0.5 0.459
H -0.89603 -0.07549 1.29883 -0.5 -0.5 0.1 0.506
O -1.80217 0.42165 1.39090 1.4 0.8 0.9 -1.011
```
Positions in Å, forces in eV/Å.

Values from the calculation:
net charge	-1
LUMO level	3.955	eV

---

C4H9O4 | ωB97M-V/def2-TZVPD

Structure (XYZ):
```
17
Properties=species:S:1:pos:R:3:forces:R:3:nbo_charge:R:1
O -2.11944 -0.51997 -1.92350 -0.3 0.0 -0.1 -0.737
C -1.41675 -0.13714 -0.98906 1.0 0.5 0.3 0.795
O -1.74461 0.67779 -0.05472 0.0 -0.5 -0.5 -0.826
C 0.05549 -0.74778 -0.93270 -1.2 0.8 0.7 -0.548
C 1.18612 0.25332 -0.63744 -1.8 0.6 -1.4 -0.454
C 2.26994 -0.28008 0.26519 -0.9 0.2 0.3 -0.056
O 1.76772 -0.99066 1.38625 0.0 0.0 0.6 -0.745
H -0.07614 -1.37925 -0.01026 0.6 -0.4 -1.5 0.233
H 0.20326 -1.11794 -1.95028 -0.1 -1.1 0.6 0.210
H 1.52610 0.61271 -1.64078 0.5 -0.3 0.8 0.187
H 0.62409 1.11516 -0.27069 0.7 0.2 0.8 0.235
H 2.83813 -1.03420 -0.24330 0.7 -0.1 -0.5 0.161
H 2.86224 0.56094 0.59300 0.7 0.2 0.1 0.153
H 1.27328 -0.39614 1.96877 -0.1 0.2 -0.3 0.490
H -0.85522 2.19481 1.95038 0.4 0.2 0.5 0.449
H -1.00647 0.93324 1.23398 0.9 -0.2 0.5 0.505
O -0.45912 1.31879 2.04704 -1.0 -0.1 -0.8 -1.050
```
Positions in Å, forces in eV/Å.

Values from the calculation:
net charge	-1
LUMO level	3.793	eV

---

no.,F_max (eV/Å),calculated total energy (eV)
1,1.65,-30061.3404
2,1.88,-10436.4123
3,6.25,-10436.4898
4,1.91,-10438.0582
5,5.02,-19722.8183
6,4.56,-30561.7546
7,15.37,-13902.9017
8,4.61,-21271.1042
9,2.64,-12485.5893
10,2.36,-12485.4761